116
Properties=species:S:1:pos:R:3:forces:R:3:mulliken_charge:R:1 method="wB97M-V/def2-TZVPD" e_tot_ev=-157238.74338 homo_ev=0.1 charge=-2
C 2.450 -0.465 -3.574 0.808 -1.428 -0.711 -0.585
C 2.338 -0.171 -5.090 -0.536 2.469 0.638 0.098
C 1.157 -0.979 -5.687 0.248 0.839 -0.149 -0.369
O 2.235 1.199 -5.256 -0.070 -1.780 -0.848 -0.910
H 1.700 0.029 -2.956 -0.096 -0.092 -0.053 -0.095
H 3.450 -0.251 -3.191 -0.061 0.738 -0.116 0.229
H 2.479 -1.567 -3.543 -0.664 -0.319 0.700 0.331
H 3.210 -0.668 -5.557 0.737 0.027 -0.215 0.151
H 1.073 -0.817 -6.765 0.304 0.011 -0.113 0.340
H 0.247 -0.519 -5.293 -0.262 -0.557 0.329 -0.473
H 1.322 -2.046 -5.507 -0.511 -0.165 0.175 0.374
C 1.071 1.327 0.176 -0.095 0.024 -4.135 0.447
O 0.297 0.082 0.419 -0.408 -0.964 1.404 0.160
O 0.802 1.862 -1.030 -0.009 -0.371 4.009 -0.573
C 1.183 2.199 1.484 -0.413 0.804 -0.536 0.424
F 2.457 2.642 1.655 0.272 -0.437 -0.063 -0.281
F 0.461 3.334 1.594 -0.523 -0.193 -0.372 -0.266
F 0.882 1.503 2.620 0.134 -0.429 0.283 0.021
C -1.052 0.132 0.773 -0.166 0.449 -0.513 1.259
C -1.687 -1.295 0.682 0.575 1.854 -0.278 -0.825
H -2.641 -1.306 1.211 -0.002 -0.221 0.083 0.048
H -1.870 -1.451 -0.380 0.012 -0.473 0.071 0.282
H -0.977 -2.020 1.077 -0.154 -0.124 0.029 -0.062
H -1.547 0.844 0.101 -0.338 -0.304 -0.425 -0.370
H -1.194 0.633 1.737 0.084 -0.480 0.566 -0.673
H 2.035 0.797 0.216 0.804 0.180 0.062 -0.443
C -2.439 -4.365 -4.855 -0.703 1.544 0.384 -1.007
S -1.724 -2.665 -5.058 0.641 0.073 0.156 0.556
O -2.767 -1.586 -4.983 0.012 -1.091 0.167 -0.615
C -0.873 -2.709 -3.447 -0.835 0.426 0.307 -0.438
H -2.971 -4.572 -5.781 0.332 -0.465 -0.041 0.365
H -3.173 -4.274 -4.053 0.005 -0.151 0.092 0.241
H -1.633 -5.024 -4.542 -0.040 -0.162 -0.431 0.337
H 0.067 -3.252 -3.504 0.023 0.151 -0.109 0.396
H -1.545 -3.120 -2.690 -0.028 -0.362 -0.124 0.307
H -0.745 -1.675 -3.127 0.509 0.057 -0.388 -0.103
C 0.668 -1.521 3.962 0.313 0.833 -0.830 0.502
S 2.416 -1.362 4.510 0.445 -2.260 -0.209 0.404
O 2.940 -2.814 4.659 -0.860 1.892 -0.140 -0.707
C 3.274 -0.671 3.048 -0.593 0.618 0.251 -0.252
H -0.015 -1.712 4.787 0.443 -0.486 0.193 0.491
H 0.639 -2.236 3.143 -0.063 -0.333 0.344 -0.413
H 0.293 -0.597 3.517 0.443 0.258 0.032 -0.443
H 2.898 -0.858 2.042 -0.369 -0.392 0.208 -0.049
H 4.316 -0.976 3.113 -0.081 -0.091 0.251 0.514
H 3.179 0.402 3.221 0.224 0.085 -0.197 -0.080
C -4.530 -4.096 2.042 -0.903 0.024 0.201 -0.818
S -4.954 -4.319 0.271 1.055 -0.418 0.102 0.430
O -3.679 -4.242 -0.531 -1.117 -0.285 0.769 -0.479
C -5.407 -6.123 0.457 0.976 0.814 0.307 -1.016
H -5.425 -4.344 2.621 -0.039 -0.598 -0.145 0.419
H -4.419 -3.060 2.362 0.666 0.135 -0.719 0.129
H -3.695 -4.735 2.323 0.077 0.137 -0.060 0.313
H -4.576 -6.673 0.903 0.252 0.207 -0.117 0.302
H -5.550 -6.493 -0.555 -0.484 -0.021 0.137 0.327
H -6.225 -6.202 1.171 -0.407 0.001 -0.506 0.388
C 2.885 3.173 7.304 -0.524 -0.509 -1.670 -0.924
S 1.367 2.778 6.291 -0.334 0.743 0.267 0.581
O 0.270 3.757 6.657 1.060 -0.718 -0.011 -0.687
C 1.934 3.372 4.680 -0.375 0.267 -0.452 -0.338
H 2.811 2.765 8.308 -0.341 0.552 0.109 0.338
H 3.028 4.237 7.128 0.124 0.071 0.726 0.281
H 3.684 2.619 6.806 0.076 0.060 -0.071 0.309
H 2.185 4.433 4.660 0.286 -0.031 0.510 0.587
H 1.046 3.320 4.052 -0.136 -0.133 0.219 -0.436
H 2.666 2.777 4.136 0.223 -0.136 0.504 0.255
C -2.436 6.109 -1.702 1.293 -0.388 0.333 -1.146
S -1.583 4.480 -1.593 -0.187 -0.880 -0.562 0.700
O -0.115 4.655 -1.489 -1.191 0.788 0.645 -0.543
C -2.345 3.927 -0.005 0.565 0.787 0.015 -0.444
H -2.215 6.352 -2.740 -0.516 0.344 -0.002 0.331
H -1.901 6.798 -1.047 -0.085 0.095 0.037 0.304
H -3.482 6.026 -1.416 -0.042 -0.018 -0.366 0.318
H -2.140 2.859 0.018 0.050 0.081 0.338 -0.531
H -3.412 4.150 0.037 -0.079 -0.204 -0.458 0.599
H -1.900 4.490 0.817 0.307 -0.337 0.112 0.379
C -1.513 1.259 -3.586 -1.676 -0.691 0.499 0.669
S -1.951 2.657 -4.618 2.270 0.532 -0.195 0.408
O -0.821 3.670 -4.469 -1.751 -0.451 -0.301 -0.582
C -1.548 1.898 -6.256 0.392 0.281 0.780 -0.786
H -2.376 0.590 -3.701 0.203 -0.419 -0.648 0.342
H -1.682 1.497 -2.535 0.841 0.696 0.009 -0.484
H -0.574 0.740 -3.761 0.213 0.524 -0.148 -0.539
H -0.456 1.958 -6.210 0.127 -0.183 -0.150 0.222
H -1.916 2.565 -7.034 -0.140 -0.056 0.044 0.371
H -1.862 0.863 -6.383 -0.246 0.075 0.132 0.228
C -2.150 2.476 3.646 0.757 -0.196 -0.593 0.019
S -2.456 0.764 4.188 -2.291 1.954 -0.033 0.774
O -2.915 0.824 5.608 0.368 -0.500 -0.061 -0.813
C -4.063 0.725 3.199 0.922 -1.816 0.217 -0.968
H -2.694 3.307 4.093 -0.389 -0.593 0.579 0.485
H -2.450 2.426 2.599 0.552 0.315 -0.169 -0.003
H -1.087 2.677 3.756 -0.048 0.043 -0.218 -0.464
H -3.855 0.581 2.138 0.158 0.473 -0.053 0.211
H -4.785 1.511 3.404 0.368 0.184 0.218 0.387
H -4.441 -0.252 3.508 -0.443 0.150 0.165 0.324
C 5.346 0.994 -0.403 -0.091 1.437 0.041 -0.535
S 5.557 2.250 -1.756 -1.119 0.268 0.742 0.350
O 4.208 2.317 -2.356 0.714 0.134 -0.145 -0.370
C 5.699 3.728 -0.643 0.975 0.495 -0.146 -1.014
H 6.244 0.959 0.215 0.189 -0.595 -0.301 0.470
H 4.983 0.099 -0.903 0.408 -0.161 0.120 0.313
H 4.559 1.386 0.244 -0.250 -0.008 -0.187 -0.141
H 6.124 4.625 -1.105 -0.107 -0.348 -0.977 0.359
H 6.490 3.547 0.090 -0.516 -0.400 0.559 0.378
H 4.741 4.098 -0.277 -0.153 -0.784 0.361 0.253
C 1.093 -5.485 -0.724 0.484 1.463 0.238 -0.672
S 2.360 -5.319 0.608 1.629 -1.045 0.316 0.425
O 3.732 -5.087 -0.012 -1.644 -0.102 0.240 -0.635
C 1.903 -3.831 1.557 -0.403 -0.597 -1.974 -0.579
H 1.224 -6.429 -1.245 0.287 0.014 0.183 0.407
H 1.285 -4.634 -1.380 -0.138 -0.142 -0.307 0.104
H 0.076 -5.403 -0.340 0.084 -0.057 0.233 0.248
H 0.818 -3.938 1.517 -0.095 0.363 0.811 0.107
H 2.175 -2.960 0.959 0.081 0.100 0.130 0.197
H 2.404 -3.882 2.521 -0.257 0.010 0.058 0.357

22
Properties=species:S:1:pos:R:3:forces:R:3:mulliken_charge:R:1 method="wB97M-V/def2-TZVPD" e_tot_ev=-43148.19778 homo_ev="-8.3 / -8.4"
C -0.519 3.335 -0.721 -0.202 -0.707 -1.845 -0.299
C 0.040 2.399 -1.626 1.019 0.361 2.866 -0.756
C -0.477 3.208 0.650 -0.686 -0.372 0.420 -0.464
C 0.773 1.369 -1.032 -1.895 -0.054 -1.017 -0.149
C 0.206 2.101 1.211 -0.915 0.834 -1.358 -0.507
C 0.693 1.144 0.318 1.722 -0.349 2.198 0.573
C -0.647 -2.264 -0.934 0.390 1.276 -0.980 -0.754
C 0.405 -2.670 -0.004 1.236 0.003 0.745 -0.549
O 3.816 -1.578 0.103 2.334 -4.961 0.626 -0.466
P 1.538 -0.300 1.162 -0.865 -0.151 -0.533 0.002
S 3.335 -0.288 -0.096 -2.269 4.374 -0.880 0.469
Cl 4.500 1.099 1.002 -0.186 -0.055 0.144 -0.250
H -1.085 4.129 -1.180 -0.197 0.296 0.185 0.332
H -0.030 2.493 -2.672 -0.082 0.254 -1.041 0.433
H -1.207 3.876 1.161 1.327 -0.418 0.282 0.288
H 1.180 0.574 -1.600 0.471 -0.459 -0.899 0.303
H 0.378 1.971 2.257 -0.369 -0.053 0.572 0.383
H -0.347 -1.650 -1.812 0.112 -0.660 0.509 0.239
H -1.093 -3.188 -1.233 -0.652 -0.631 -0.715 0.370
H -1.402 -1.685 -0.452 -0.770 0.321 0.521 0.266
H 1.412 -2.855 -0.419 -0.647 -0.106 0.503 0.266
H -0.012 -3.427 0.728 1.124 1.259 -0.300 0.271

55
Properties=species:S:1:pos:R:3:forces:R:3:mulliken_spin:R:1 method="wB97M-V/def2-TZVPD" e_tot_ev=-186153.19901 spin_multiplicity=2 homo_ev="-8.3 / -8.4"
Ti 0.323 0.427 0.283 0.091 -0.725 -0.476 0.993
S -0.110 4.749 -0.867 0.018 0.189 -0.088 0.002
C 1.516 4.415 -1.266 0.032 -0.100 0.025 -0.003
C 1.880 3.145 -0.929 -0.044 -0.050 0.067 0.007
C 0.832 2.391 -0.319 -0.072 0.169 0.081 -0.021
C -0.305 3.164 -0.237 -0.376 -0.266 0.271 -0.011
C -1.562 2.664 0.324 0.140 0.244 -0.063 0.029
C -2.680 3.455 0.578 -0.032 -0.028 -0.014 -0.010
C -3.796 2.882 1.151 -0.075 -0.061 0.037 0.015
C -3.788 1.530 1.477 0.141 -0.011 -0.059 -0.007
C -2.650 0.802 1.200 -0.120 -0.057 -0.013 0.033
N -1.573 1.350 0.628 -0.082 0.154 -0.052 -0.023
H 2.120 5.173 -1.735 0.045 0.063 -0.038 0.000
H 2.870 2.749 -1.114 0.007 0.018 -0.015 0.001
H -2.663 4.508 0.334 0.024 0.017 -0.010 0.000
H -4.671 3.485 1.355 -0.006 0.021 0.001 0.001
H -4.635 1.043 1.934 -0.048 0.016 0.014 0.000
H -2.588 -0.258 1.429 -0.029 0.115 -0.014 0.000
C -1.397 -2.034 -6.184 -0.011 0.001 -0.028 0.000
C -0.653 -1.262 -5.122 -0.054 0.048 0.041 -0.001
O -0.341 -2.180 -4.052 0.135 -0.048 0.040 0.000
P 0.616 -1.737 -2.860 -0.084 0.230 0.029 0.004
S 1.015 -3.215 -1.682 0.154 -0.392 -0.023 0.000
S -0.288 -0.105 -2.046 -0.186 0.260 0.349 -0.018
O 1.869 -1.195 -3.676 0.227 -0.106 -0.175 0.001
C 3.190 -1.056 -3.112 -0.202 0.128 0.050 0.002
C 4.181 -1.679 -4.063 0.053 -0.012 0.023 0.001
H -1.528 -1.411 -7.068 -0.020 0.036 -0.028 0.000
H -2.380 -2.346 -5.836 -0.015 -0.018 0.061 0.000
H -0.835 -2.922 -6.468 0.043 -0.010 -0.027 0.000
H -1.258 -0.454 -4.705 0.009 0.007 -0.073 0.000
H 0.274 -0.837 -5.511 -0.029 -0.066 0.016 0.000
H 3.209 -1.534 -2.132 0.067 -0.047 -0.058 0.000
H 3.362 0.014 -2.977 0.034 -0.028 -0.008 0.000
H 3.989 -2.745 -4.167 -0.014 -0.028 0.008 0.000
H 5.196 -1.544 -3.688 0.014 0.006 0.033 0.000
H 4.118 -1.216 -5.047 -0.024 0.028 -0.035 0.000
N -0.008 -1.752 0.992 0.251 -0.103 0.178 0.004
C -1.277 -2.411 1.160 0.178 0.266 0.044 -0.004
C -2.114 -2.575 0.066 -0.062 -0.075 0.000 0.000
C -3.354 -3.167 0.250 0.004 0.025 -0.074 0.000
C -3.765 -3.583 1.510 0.073 0.017 0.038 0.000
C -2.917 -3.415 2.596 -0.013 0.014 -0.045 0.000
C -1.669 -2.833 2.421 -0.115 0.023 0.051 -0.001
H 0.533 -1.825 1.858 -0.106 0.029 -0.262 0.001
H 0.522 -2.247 0.251 -0.103 0.126 0.030 0.005
H -1.794 -2.240 -0.913 -0.031 -0.020 0.072 -0.001
H -4.001 -3.300 -0.606 -0.042 -0.020 0.003 0.000
H -4.734 -4.042 1.642 -0.056 -0.025 0.011 0.000
H -3.218 -3.739 3.582 -0.030 -0.020 0.019 0.000
H -1.005 -2.702 3.268 0.017 0.005 -0.004 0.000
Cl 3.986 0.187 3.543 -0.196 0.229 -0.258 0.001
Ge 2.935 1.544 2.096 0.071 -0.425 0.271 0.004
Cl 0.680 0.862 2.751 0.199 0.153 0.003 -0.001
Cl 2.711 -0.157 0.337 0.254 0.104 0.072 -0.002

48
Properties=species:S:1:pos:R:3:forces:R:3:mulliken_charge:R:1 method="wB97M-V/def2-TZVPD" e_tot_ev=-93432.36579 homo_ev=-4.2 charge=-1
C 0.571 -1.583 -2.507 -0.138 -0.809 0.846 -1.119
S 1.387 -3.033 -1.788 0.891 0.007 -0.136 0.954
O 1.066 -4.242 -2.545 -0.540 0.217 -0.160 -0.709
O 2.814 -2.703 -1.752 0.005 0.157 -0.101 -0.691
P 0.695 -3.116 0.345 -0.361 -0.088 0.045 0.400
N 0.250 -3.180 2.195 0.110 0.065 0.143 -0.596
C 1.138 -2.707 2.861 -0.100 -0.042 0.036 0.669
O 2.011 -2.244 3.504 -0.111 -0.031 0.168 -0.574
H 1.012 -0.735 -1.994 0.161 0.061 -0.201 0.352
H 0.672 -1.544 -3.587 0.113 -0.050 0.005 0.383
H -0.464 -1.653 -2.179 -0.121 -0.002 -0.359 0.391
H -0.321 -2.099 0.090 -0.061 0.063 0.147 -0.088
H -0.292 -4.132 0.029 0.009 -0.046 0.035 -0.058
H 1.685 -4.139 0.544 0.148 0.198 -0.158 -0.180
H 1.654 -2.053 0.610 0.096 -0.067 -0.135 -0.077
C -1.708 3.695 -3.754 -0.394 -0.023 0.098 -0.344
C -1.106 3.876 -2.377 0.432 -0.154 -0.256 -0.096
O -0.906 2.538 -1.898 -0.315 -0.142 -0.242 -0.376
S -0.556 1.570 -3.126 -0.170 0.625 0.071 1.222
O 0.850 1.427 -3.207 0.019 -0.119 -0.197 -0.537
O -1.445 0.470 -3.090 0.002 -0.095 0.001 -0.534
O -1.022 2.566 -4.306 0.242 0.103 0.175 -0.365
H -2.772 3.456 -3.696 0.003 0.032 0.022 0.308
H -1.566 4.567 -4.387 0.149 -0.115 -0.114 0.273
H -1.758 4.417 -1.712 -0.155 -0.246 0.205 0.269
H -0.136 4.368 -2.432 0.016 0.025 -0.039 0.182
C 0.017 7.504 1.325 0.396 0.231 0.061 -0.318
C -0.785 8.667 0.778 -0.376 -0.067 0.255 -0.369
O -0.758 8.480 -0.643 0.381 -0.155 0.012 -0.321
S -0.729 6.911 -0.975 0.083 0.655 0.698 1.194
O -2.058 6.498 -1.251 -0.005 -0.093 -0.207 -0.569
O 0.349 6.661 -1.857 -0.151 0.008 -0.291 -0.534
O -0.340 6.398 0.488 -0.313 0.087 -0.131 -0.266
H 1.091 7.677 1.228 -0.012 0.017 0.006 0.288
H -0.222 7.282 2.361 -0.100 -0.210 -0.075 0.299
H -0.359 9.631 1.039 0.070 0.028 -0.236 0.310
H -1.825 8.626 1.110 0.023 0.001 0.037 0.284
C -0.631 -7.664 3.460 -0.001 -0.163 0.375 -0.316
C -0.126 -6.348 4.017 -0.382 0.419 -0.355 -0.251
O 1.297 -6.433 3.889 0.077 -0.553 0.125 -0.285
S 1.669 -7.279 2.577 -0.456 0.379 0.231 1.019
O 1.914 -6.380 1.518 0.331 -0.268 -0.279 -0.414
O 2.584 -8.299 2.951 0.109 0.035 -0.031 -0.585
O 0.218 -7.935 2.343 0.094 0.155 0.045 -0.326
H -0.517 -8.474 4.185 -0.021 0.014 0.010 0.260
H -1.667 -7.609 3.135 0.071 0.004 -0.210 0.312
H -0.402 -6.201 5.058 0.246 -0.039 0.067 0.313
H -0.472 -5.497 3.423 0.006 -0.005 -0.004 0.215

58
Properties=species:S:1:pos:R:3:forces:R:3:mulliken_charge:R:1 method="wB97M-V/def2-TZVPD" e_tot_ev=-36958.08128 homo_ev=-9.0 smiles="CCOC(=O)N1CCC(NC(=O)[C@@H]2CCCN2C(=O)OCc2ccccc2)CC1"
C -6.703 -0.457 0.604 0.319 -0.092 -0.266 -1.112
C -6.033 -0.677 -0.746 -0.396 0.339 0.043 -0.269
O -4.730 -1.235 -0.603 0.291 -0.088 0.101 -0.437
C -3.740 -0.351 -0.320 0.031 -0.253 -0.111 0.556
O -3.910 0.842 -0.205 -0.242 0.463 0.023 -0.655
N -2.544 -0.961 -0.200 -0.023 -0.130 -0.030 0.418
C -2.372 -2.396 -0.300 -0.098 -0.414 -0.175 -0.732
C -0.936 -2.717 -0.698 -0.122 0.032 0.227 -0.886
C 0.074 -2.214 0.347 0.045 -0.114 0.252 -0.345
N 1.303 -1.845 -0.322 -0.413 0.025 -0.171 -0.075
C 2.522 -2.188 0.118 0.185 0.235 -0.540 0.272
O 2.741 -2.964 1.024 0.158 -0.260 0.416 -0.704
C 3.646 -1.494 -0.689 -0.122 -0.413 -0.109 -0.066
C 5.027 -1.956 -0.235 -0.140 -0.025 0.081 -0.906
C 5.340 -1.000 0.914 -0.031 0.037 -0.082 -0.739
C 4.776 0.330 0.424 0.370 0.334 0.290 -0.475
N 3.657 -0.061 -0.417 0.068 0.053 0.099 0.358
C 2.817 0.807 -0.996 0.024 -0.067 0.047 0.665
O 1.881 0.487 -1.709 -0.183 0.204 -0.362 -0.823
O 3.131 2.083 -0.696 0.216 -0.147 0.073 -0.412
C 2.218 3.068 -1.182 -0.278 0.226 -0.282 -1.072
C 0.956 3.126 -0.360 0.111 -0.107 -0.017 0.848
C -0.287 3.226 -0.969 0.107 0.058 0.032 -0.530
C -1.437 3.295 -0.202 -0.066 0.078 -0.003 -0.307
C -1.353 3.255 1.180 -0.067 0.064 0.011 -0.550
C -0.116 3.141 1.793 -0.003 0.003 0.096 -0.513
C 1.034 3.080 1.026 0.071 0.002 -0.069 -0.300
C -0.500 -1.006 1.107 -0.027 -0.037 -0.164 -1.142
C -1.386 -0.177 0.189 0.086 0.359 0.268 -0.410
H -6.143 0.280 1.174 -0.010 0.060 0.058 0.295
H -7.715 -0.094 0.454 -0.137 0.038 0.015 0.380
H -6.736 -1.389 1.163 -0.057 -0.075 0.061 0.297
H -5.957 0.273 -1.285 -0.045 -0.199 0.013 0.310
H -6.585 -1.404 -1.346 0.081 0.102 0.037 0.324
H -3.066 -2.777 -1.052 0.117 -0.038 0.159 0.539
H -2.616 -2.877 0.656 -0.022 -0.056 -0.079 0.244
H -0.829 -3.792 -0.842 0.029 0.003 -0.071 0.417
H -0.723 -2.229 -1.651 -0.017 -0.026 -0.077 0.327
H 0.337 -3.006 1.055 -0.093 0.110 -0.123 0.508
H 1.241 -1.106 -1.020 0.159 -0.099 0.041 0.365
H 3.459 -1.666 -1.755 0.029 0.027 0.111 0.385
H 4.997 -2.993 0.094 0.017 0.004 -0.069 0.372
H 5.752 -1.848 -1.042 -0.012 0.021 -0.054 0.387
H 6.403 -0.940 1.136 0.016 0.031 0.051 0.428
H 4.808 -1.329 1.806 0.017 -0.002 0.030 0.283
H 4.432 0.976 1.234 0.100 -0.028 -0.053 0.267
H 5.510 0.885 -0.172 -0.024 -0.011 0.099 0.331
H 2.770 4.010 -1.113 -0.045 -0.163 -0.040 0.339
H 1.979 2.857 -2.229 0.052 0.099 0.161 0.413
H -0.353 3.248 -2.047 -0.008 -0.041 -0.135 0.331
H -2.404 3.354 -0.677 -0.103 -0.022 -0.052 0.381
H -2.253 3.302 1.774 -0.092 -0.023 0.052 0.348
H -0.045 3.104 2.871 -0.004 0.000 0.086 0.412
H 2.002 2.994 1.499 0.079 -0.015 0.067 0.389
H -1.084 -1.347 1.963 -0.044 0.020 0.069 0.398
H 0.317 -0.389 1.481 0.006 -0.021 0.056 0.423
H -0.823 0.141 -0.696 0.002 0.091 0.046 0.171
H -1.748 0.722 0.690 0.140 -0.154 -0.135 0.281